--- 1 ---
Below is the molecule C7H9Cl, with properties calculated with ωB97M-V with the def2-TZVPD basis set.

Last column: Mulliken charge in e.
Cartesian coordinates (Å):
C 1.76097 -0.36312 2.50271  -1.211
C 0.99367 0.01985 1.22346  -0.024
C 0.12194 -0.94379 0.72359  -0.200
C -0.56214 -0.71828 -0.66886  -0.758
C -1.27400 0.60485 -0.74009  -0.285
C -1.58903 1.04464 -2.11296  -0.622
C -1.66200 1.29516 -3.27541  0.678
Cl -1.51663 1.66725 -4.99921  -0.140
H 2.40075 -1.26196 2.24236  0.290
H 1.11390 -0.45097 3.34431  0.304
H 2.50599 0.35281 2.75916  0.366
H 1.29811 0.87898 0.51775  0.221
H -0.05803 -1.87303 1.36671  0.284
H -1.06805 -1.62612 -1.04390  0.407
H 0.28829 -0.60218 -1.32470  0.277
H -0.52990 1.35109 -0.36839  0.160
H -2.22383 0.62481 -0.14653  0.255

Output
HOMO-LUMO gap   9.991 eV

--- 2 ---
Below is a cluster of 2 separate species, C7H9Cl in total, with properties calculated with ωB97M-V with the def2-TZVPD basis set.

Last column: Mulliken charge in e.
Cartesian coordinates (Å):
C -1.89916 -1.00482 2.91072  -0.311
C -0.97279 -0.88473 2.12642  -0.211
C 0.84963 -1.41836 -1.62413  -0.421
C 0.94846 0.07330 -1.01226  -0.189
C 0.87927 -1.55860 -0.14012  -0.083
C -0.33234 2.11086 -0.30134  -1.117
C -0.21296 0.74021 -0.83821  -0.236
Cl 2.56230 -1.71597 0.16323  -0.207
H -2.48565 -1.48202 3.77027  0.291
H -0.13902 -1.49860 -2.07354  0.249
H 1.60211 -1.43470 -2.38490  0.342
H 1.78000 0.59766 -0.67794  0.425
H 0.01840 2.93573 -0.99158  0.324
H 0.41113 2.29542 0.59510  0.308
H -1.38593 2.26084 0.02051  0.332
H -1.17987 0.26449 -1.13218  0.235
H -0.44356 -0.28073 1.58996  0.268

Output
HOMO-LUMO gap   8.077 eV

Stability check: which of them is least stable? 2.

--- 1 ---
Below is the ion C9H12NO3S with charge -1, with properties calculated with ωB97M-V with the def2-TZVPD basis set.

Last column: Mulliken charge in e.
Cartesian coordinates (Å):
C 2.57801 -0.16354 -0.69802  0.154
C 3.42429 2.12143 -0.50802  0.852
C 4.66893 0.37350 0.70146  0.582
C 1.44537 -0.73843 -1.01502  -0.077
C 1.19383 -2.23007 -1.31301  -1.577
C -0.86525 2.00589 0.27002  -1.820
C 0.05597 -0.09304 1.36309  -1.314
C 0.23628 0.17602 -1.08940  -1.175
C 0.19302 0.87189 0.23839  1.532
N 4.29134 1.60306 0.18743  -0.540
O 2.72646 2.76933 -1.18349  -0.470
O 5.55977 0.25626 1.47937  -0.527
O 3.89624 -2.10468 0.83073  -0.656
S 4.03934 -1.09411 -0.28948  0.233
H 0.20854 -2.34633 -0.94462  0.406
H 1.87152 -2.95079 -0.89334  0.473
H 1.15020 -2.32980 -2.40741  0.276
H -0.83200 2.66572 -0.57628  0.387
H -1.88990 1.53268 0.11597  0.293
H -0.80349 2.47273 1.18217  0.521
H 0.80096 -0.96246 1.40990  0.251
H -0.32070 0.32355 2.29796  0.413
H -0.79553 -0.83240 1.04442  0.242
H -0.77913 -0.18032 -1.18827  0.425
H 0.40608 0.69029 -2.02774  0.283
H 1.15463 1.35158 0.44677  -0.168

Output
HOMO-LUMO gap   6.760 eV
Net charge   -1

--- 2 ---
Below is the ion C9H12NO3S with charge -1, with properties calculated with ωB97M-V with the def2-TZVPD basis set.

Last column: Mulliken charge in e.
Cartesian coordinates (Å):
C -1.32653 1.02846 1.47018  -1.207
C -1.46520 -0.23574 0.63335  0.317
C -2.18327 -1.18285 1.74796  -1.488
N -0.18874 -0.80505 0.31195  -0.160
C 0.70369 0.02301 -0.40369  0.155
C 1.99987 -0.20169 -0.02710  -0.073
C 3.03582 0.54833 -0.65985  -0.558
C 2.68905 1.61255 -1.44232  -0.133
C 1.38792 1.89675 -1.65501  -0.690
C 0.33248 1.08831 -1.12722  -0.180
S -0.56761 -2.17171 -0.90899  1.222
O -1.04719 -3.31541 -0.10763  -0.674
O -1.54084 -1.57007 -1.78090  -0.672
O 0.70937 -2.31929 -1.57938  -0.649
H -0.43421 0.99424 2.21799  0.250
H -1.22129 2.02548 0.83001  0.283
H -2.25374 1.18921 2.17337  0.389
H -2.15291 0.04447 -0.17795  0.365
H -1.32712 -1.31675 2.47449  0.290
H -2.47018 -2.22656 1.44037  0.303
H -3.08535 -0.77788 2.08541  0.537
H 2.21850 -1.05398 0.66891  0.268
H 4.13611 0.42772 -0.57116  0.276
H 3.53809 2.26462 -1.94359  0.193
H 1.25197 2.83850 -2.38421  0.105
H -0.73868 1.19532 -1.28499  0.530

Output
HOMO-LUMO gap   8.668 eV
Net charge   -1

Stability check: which of them is least stable? 1.

--- 1 ---
Below is a cluster of 2 separate species, H2N3O4S in total, with properties calculated with ωB97M-V with the def2-TZVPD basis set.

Last column: Mulliken charge in e.
Cartesian coordinates (Å):
N 0.30183 -0.64431 -2.00500  -0.488
N 0.02040 -1.49538 0.12878  -0.422
N 0.09212 -0.49374 -0.80218  0.474
O 1.33464 1.82639 1.44171  -0.515
O 0.40879 0.23555 -2.83860  -0.560
O -0.59414 0.40903 1.99231  -0.615
O -0.91603 2.35948 0.55276  -0.507
S 0.01459 1.37360 1.03733  1.053
H -0.64212 -1.21635 0.88613  0.294
H -0.02008 -2.35427 -0.39323  0.286

Output
HOMO-LUMO gap (spin up / spin down)   6.008 / 7.295 eV
Net charge   -1

--- 2 ---
Below is a structure of composition H2N3O4S, with properties calculated with ωB97M-V with the def2-TZVPD basis set.

Last column: Mulliken charge in e.
Cartesian coordinates (Å):
N -1.94680 -1.58781 -0.24765  0.240
N 0.42820 0.20393 0.61905  -0.470
N -0.94939 -0.00322 0.96165  -0.298
O -3.28512 0.99350 0.76836  -0.606
O -2.82995 -2.02645 0.40790  -0.337
O -2.39731 -0.40464 -1.08239  -0.273
O -1.51815 1.84012 -0.73733  -0.679
S -2.07012 0.71447 -0.01300  1.009
H 1.03959 -0.59563 0.31189  0.175
H 0.59275 1.00527 -0.16823  0.239

Output
HOMO-LUMO gap (spin up / spin down)   7.687 / 7.681 eV
Net charge   -1

Stability check: which of them is least stable? 2.

--- 1 ---
Below is a structure of composition C6H7AgO6, with properties calculated with ωB97M-V with the def2-TZVPD basis set.

Last column: Mulliken charge in e.
Cartesian coordinates (Å):
Ag 1.42479 -2.09984 0.74708  0.584
O -0.18940 -0.54730 1.42336  -0.475
O -2.06906 0.41980 0.87589  -0.373
O -2.14262 -1.58082 1.86459  -0.594
C -1.50461 -0.69094 1.36209  0.699
C -1.15407 1.51697 0.85967  -0.605
C 0.25238 0.94935 0.70949  -0.009
H -1.42701 2.13849 0.00155  0.286
H -1.20963 2.00683 1.84050  0.325
H 0.94950 1.57865 1.27457  0.540
O 1.79558 -0.03985 -0.20359  -1.030
O -0.15051 -0.02811 -1.49759  -0.468
C -0.20843 0.58945 -2.77558  -0.389
C 0.99404 1.52510 -2.76221  -0.350
O 1.10846 1.84245 -1.38268  -0.394
C 0.77875 0.67382 -0.68437  1.167
H -0.14176 -0.18503 -3.54881  0.264
H -1.15335 1.14576 -2.87668  0.263
H 0.84139 2.44917 -3.32997  0.297
H 1.90662 1.01874 -3.11470  0.264

Output
HOMO-LUMO gap   7.385 eV

--- 2 ---
Below is a structure of composition C6H7AgO6, with properties calculated with ωB97M-V with the def2-TZVPD basis set.

Last column: Mulliken charge in e.
Cartesian coordinates (Å):
O 2.20010 0.18423 0.99508  -0.144
O 2.55914 -1.89156 0.60274  -0.177
O 0.39393 -0.68262 -0.44905  -0.324
C 2.89701 -0.32463 2.07726  -0.177
C 3.32687 -1.52576 1.69438  -0.140
C 1.84589 -0.84490 0.21731  0.252
H 2.66834 0.09349 3.05035  0.324
H 4.13289 -2.16837 2.02620  0.368
O -2.24894 -1.33812 -5.32601  -0.520
C -1.52770 -0.89479 -4.19607  -0.285
C -2.53126 -0.41498 -3.15963  -0.448
O -1.86928 0.09011 -2.01486  -0.165
C -1.70543 -0.72121 -0.82768  0.242
O -2.49953 -1.63478 -0.71108  -0.476
H -1.81402 -2.10400 -5.70854  0.317
H -0.83975 -0.07119 -4.45239  0.202
H -0.92152 -1.70866 -3.76512  0.275
H -3.20389 -1.23694 -2.87798  0.342
H -3.14083 0.40027 -3.57224  0.232
Ag -0.40153 1.58524 -0.50574  0.300

Output
HOMO-LUMO gap (spin up / spin down)   5.663 / 5.666 eV

Stability check: which of them is least stable? 2.

--- 1 ---
Below is a structure of composition C7H7Cl2N, with properties calculated with ωB97M-V with the def2-TZVPD basis set.

Last column: Mulliken charge in e.
Cartesian coordinates (Å):
C -2.36558 -0.77720 0.17485  -0.655
C -1.25348 0.20408 -0.24382  0.328
C -1.27387 1.61934 -0.23814  -0.183
C -0.13198 2.35482 -0.07816  -0.465
C 1.12418 1.91063 0.16114  -0.465
C 1.28058 0.56159 0.13132  -0.004
C 0.09668 -0.24281 -0.00161  0.370
H -3.55756 0.56610 -0.61704  0.256
H -4.47434 -1.10745 -0.25463  0.299
H -2.33095 -1.11997 1.19067  0.342
H -2.37692 -1.75440 -0.33327  0.393
H -2.21882 2.24193 -0.12274  0.162
H -0.48391 3.43435 0.17500  0.187
H 1.88541 2.58572 0.15359  0.524
N -3.71473 -0.11938 0.20453  -0.672
Cl 2.85007 -0.22480 0.01302  -0.192
Cl 0.36763 -1.99833 -0.07518  -0.226

Output
HOMO-LUMO gap   9.680 eV

--- 2 ---
Below is the molecule C7H7Cl2N, with properties calculated with ωB97M-V with the def2-TZVPD basis set.

Last column: Mulliken charge in e.
Cartesian coordinates (Å):
N 0.90587 -2.34385 0.77486  -0.511
C 0.13507 -1.85929 -0.39370  -1.187
C -0.06677 -0.27891 -0.25385  0.010
C -1.32226 0.25927 -0.09113  0.719
Cl -2.77006 -0.66624 -0.22158  -0.229
C -1.49389 1.66043 0.06628  -0.418
C -0.37005 2.50662 0.19709  -0.661
C 0.92667 1.94936 0.08094  -0.473
C 1.08932 0.56785 -0.15745  0.408
Cl 2.68751 -0.00758 -0.31569  -0.184
H 0.28978 -2.26137 1.54081  0.236
H 1.15370 -3.50596 0.42900  0.290
H 0.72422 -1.98219 -1.38367  0.339
H -0.63621 -2.11498 -0.93493  0.643
H -2.67998 1.99936 0.21763  0.162
H -0.38339 3.49004 0.21567  0.510
H 1.81049 2.58742 0.22970  0.345

Output
HOMO-LUMO gap   9.598 eV

Stability check: which of them is least stable? 1.

--- 1 ---
Below is a cluster of 2 separate species, C3H11N2OPS in total, with properties calculated with ωB97M-V with the def2-TZVPD basis set.

Last column: Mulliken charge in e.
Cartesian coordinates (Å):
C -2.26707 0.06635 0.80203  -1.228
C -1.43645 -0.52130 -0.30391  0.117
N -0.55366 -1.31411 -0.04048  -0.327
C 0.09856 -2.04401 -1.09029  -0.762
H -3.15177 -0.55855 0.78171  0.393
H -1.71278 -0.17812 1.69763  0.318
H -2.37248 1.10808 0.61587  0.325
H -1.90365 -0.33421 -1.33233  0.366
H -0.57272 -2.22604 -1.88607  0.395
H 0.98011 -1.35575 -1.39476  0.160
H 0.63746 -2.79930 -0.57239  0.321
N 1.77021 2.20628 1.43148  -0.536
P 0.85405 0.91820 0.68849  0.406
O 2.05469 -0.30376 0.62014  -0.477
S 0.87532 1.70501 -1.36860  -0.280
H 2.21133 2.92970 0.88074  0.206
H 1.37849 2.48806 2.33387  0.236
H 2.60694 -0.33769 -0.11667  0.295
H 0.50343 0.55118 -1.74646  0.073

Output
HOMO-LUMO gap   9.598 eV

--- 2 ---
Below is the molecule C3H11N2OPS, with properties calculated with ωB97M-V with the def2-TZVPD basis set.

Last column: Mulliken charge in e.
Cartesian coordinates (Å):
C 1.68121 -1.75846 -0.94589  -1.353
C 0.51816 -0.76193 -1.18153  -0.255
N 0.32700 0.12549 -0.03377  -0.063
C 0.73601 1.54401 -0.28324  -0.803
P -1.44608 -0.06502 0.93168  0.516
N -1.21984 0.96119 2.22075  -0.530
O -2.64751 0.93829 0.34696  -0.481
S -1.73218 -1.88628 1.49899  -0.350
H 1.64699 -2.51878 -1.64298  0.412
H 2.60635 -1.26039 -1.13895  0.300
H 1.56883 -2.01513 0.08216  0.372
H 0.74816 -0.39132 -2.23063  0.350
H -0.39195 -1.44511 -1.22420  0.242
H 1.55620 1.79970 0.32633  0.262
H 0.86328 1.65907 -1.37109  0.338
H -0.16814 2.26611 0.13533  0.191
H -0.76237 0.44383 3.05465  0.255
H -1.03354 1.87203 1.99122  0.235
H -2.85058 0.49269 -0.53578  0.361

Output
HOMO-LUMO gap   9.090 eV

Stability check: which of them is least stable? 1.